{
  "formula": "C3H18N2O7",
  "method": "ωB97M-V/def2-TZVPD",
  "charge": 1,
  "spin_multiplicity": 2,
  "de_lowest_kcal_mol": 5.4,
  "e_tot_ev": -20706.729,
  "orbital_gap_ha": [0.3748, 0.1643],
  "symbols": ["C", "O", "N", "N", "H", "H", "H", "H", "C", "C", "O", "O", "H", "H", "H", "H", "H", "H", "O", "H", "H", "O", "H", "H", "O", "H", "H", "O", "H", "H"],
  "xyz": [[-0.467523, 3.419908, -0.036821], [-0.333740, 4.608432, -0.157883], [-0.795806, 2.880600, 1.105415], [-0.248068, 2.635434, -1.066052], [-0.695221, 1.876608, 1.149796], [-0.859118, 3.442363, 1.942389], [-0.515364, 1.663152, -1.008430], [0.198458, 2.922788, -1.925204], [1.138285, -2.381782, -0.432834], [1.764188, -0.968952, -0.259975], [1.307456, 0.063475, -1.159183], [-0.257940, -2.209097, -0.486007], [1.544902, -2.904183, 0.433110], [1.654521, -2.872299, -1.258048], [2.846679, -1.089930, -0.219031], [1.547023, -0.620785, 0.749828], [1.767520, 0.889597, -0.993490], [-0.670036, -3.068416, -0.601503], [-0.745282, -0.085028, 1.120334], [-0.229564, -0.563719, 0.471389], [-0.477428, -0.456215, 1.960986], [-0.604029, -0.879414, -3.057727], [-0.659633, -0.196752, -2.389058], [-0.652020, -1.700095, -2.567414], [-2.193206, 0.428974, -0.972831], [-2.764324, -0.339111, -0.963077], [-1.675060, 0.352955, -0.171603], [0.205085, -1.291509, 3.443563], [-0.085369, -2.194431, 3.314695], [0.954615, -1.362569, 4.034665]],
  "forces_ev_per_a": [[-0.218, -5.158, 0.297], [0.632, 6.140, -0.700], [-0.306, 0.170, 1.138], [0.568, -0.626, -1.239], [0.030, -0.683, 0.558], [-0.237, -0.106, -0.069], [-0.377, -0.162, -0.258], [-0.217, 0.377, 0.095], [1.837, 1.954, -0.183], [0.233, 0.118, 0.743], [-0.190, -0.943, -0.046], [0.269, -0.858, -0.144], [-0.585, -0.242, 0.456], [-0.821, -0.039, -0.654], [0.156, 0.030, -0.642], [-0.111, -0.110, 0.249], [0.442, -0.198, 0.232], [-0.252, -0.151, 0.072], [-0.101, 1.163, 0.131], [-0.097, -0.398, -0.248], [0.169, -0.188, 0.900], [-0.011, -0.072, -0.851], [-0.172, -0.123, 0.166], [0.023, 0.014, 0.141], [0.032, 0.794, -0.629], [-0.162, -0.174, -0.179], [-0.471, -0.419, 0.670], [-0.122, 0.095, -0.271], [-0.190, -0.349, 0.062], [0.248, 0.144, 0.204]],
  "nbo_charge": [0.70, -0.07, -0.74, -0.73, 0.45, 0.44, 0.45, 0.44, -0.10, -0.10, -0.74, -0.74, 0.18, 0.20, 0.20, 0.16, 0.48, 0.50, -1.02, 0.51, 0.52, -0.94, 0.47, 0.46, -0.98, 0.50, 0.47, -0.96, 0.49, 0.50]
}